10
Properties=species:S:1:pos:R:3 method="wB97M-V/def2-TZVPD" e_tot_ev=-17535.9729 e_above_lowest_ev=2.9704 total_charge=0 lumo_ev=0.5 multiplicity=1
C 0.4655 -1.8317 0.3171
N 0.1556 2.6065 0.0223
O -1.0356 -2.0940 -1.9377
O -0.9097 -1.9370 0.6431
S -0.9172 -1.1711 -0.8241
H 0.8633 -2.7791 -0.0713
H 0.9801 3.2651 0.1704
H 0.9172 -1.1688 1.0279
H -0.6438 3.2649 -0.0837
H 0.1247 1.8452 0.7359